This record from the OMol25 dataset describes an isolated molecule of C4H8O3 at a distorted geometry. The level of theory is the ωB97M-V functional and the def2-TZVPD basis.

CARTESIAN COORDINATES (ANGSTROEM)
O -0.70 -0.89 0.61
H -1.09 -0.51 2.59
C -1.57 -1.00 1.74
C 0.69 0.55 -2.12
H 0.70 1.23 -2.98
H -1.67 -2.07 1.94
H 0.94 -0.48 -2.43
H 1.64 -0.71 -0.11
H 2.01 0.83 0.76
H -0.27 0.48 -1.53
H -2.55 -0.55 1.59
O -0.88 1.35 0.69
O 1.59 1.05 -1.17
C 1.37 0.35 0.00
C -0.23 0.37 0.41

As for the SMILES: COCC(=O)OC. The calculation puts the gap between HOMO and LUMO at 10.880 eV. As for the LUMO energy: 0.03291 Ha. The energy relative to the best compared isomer or geometry (same formula, charge and spin) is 218.8 kJ/mol. The charge is 0. The calculation puts the energy at -382.88150 Eh.

This record from the OMol25 dataset describes a cluster of 2 separate species, C4H11N2 in total at a distorted geometry. The level of theory is the ωB97M-V functional and the def2-TZVPD basis.

CARTESIAN COORDINATES (ANGSTROEM)
H -2.98 -0.54 -1.11
H -0.46 0.68 -0.14
C -2.56 0.31 -0.54
H -2.75 1.35 -0.97
C -0.29 -1.30 -0.30
H 2.91 0.60 1.09
H -2.13 1.08 1.39
N 0.96 -1.23 -0.28
C -1.12 -0.08 -0.05
N 2.88 0.72 0.07
H 1.38 -2.11 -0.30
H 1.75 -0.36 -0.24
H 2.40 1.46 -0.42
H -2.67 -0.66 1.40
C -2.33 0.16 0.89
H 3.80 0.47 -0.35
H -0.85 -2.27 -0.40

The calculation puts the gap between HOMO and LUMO at 10.746 eV. As for the LUMO energy: -0.13573 Ha. The energy relative to the best compared isomer or geometry (same formula, charge and spin) is 233.7 kJ/mol. The charge is +1. The calculation puts the energy at -268.21587 Eh.

This record from the OMol25 dataset describes a structure of composition C23H14FeN4O6 at a distorted geometry. The level of theory is the ωB97M-V functional and the def2-TZVPD basis.

CARTESIAN COORDINATES (ANGSTROEM)
C -2.25 -1.15 1.59
H -3.65 -3.95 0.36
C -2.09 -0.66 -3.21
N 0.45 2.60 -0.74
C -1.99 -0.15 -5.77
C -0.47 1.45 -2.59
N -1.89 -0.53 0.45
C -3.16 -2.99 0.39
C 1.71 0.27 4.00
H -2.02 -0.63 2.51
Fe -0.32 0.97 0.43
O 0.79 -0.76 -0.03
C -1.59 0.14 -4.22
C 2.50 -1.98 4.23
C 1.49 4.64 -2.26
H -2.97 -2.83 -1.74
C 2.27 -0.72 4.78
N 3.07 -3.04 5.08
H 1.89 5.45 -2.86
C -2.78 -2.36 -0.79
H 1.19 3.58 0.92
C 1.68 -1.24 2.12
C 2.24 -2.25 2.92
H 0.69 3.57 -3.94
H 2.45 -3.23 2.52
C 1.09 3.62 -0.15
H 1.68 -2.51 0.38
C -2.89 -2.36 1.61
H -3.18 -2.81 2.55
O -1.55 0.74 -6.50
C 1.37 0.02 2.67
O 3.43 -2.72 6.19
C -0.76 1.21 -3.92
C 1.62 4.67 -0.87
O -2.65 -1.19 -5.86
O 0.75 0.94 1.95
C 0.83 3.59 -2.87
C -2.15 -1.13 -0.73
N -0.93 0.66 -1.62
H 1.51 1.26 4.40
H -0.38 1.82 -4.73
H -2.76 -1.48 -3.46
C 1.37 -1.52 0.75
C 0.31 2.58 -2.08
C -1.72 -0.38 -1.91
O 3.12 -4.15 4.61
H 2.52 -0.54 5.81
H 2.12 5.48 -0.37

Its multiplicity is 6. The calculation puts the gap between HOMO and LUMO (alpha / beta) at 5.696 / 3.939 eV. As for the expectation value of S²: 8.76. As for the LUMO energy (alpha / beta): -0.16881 / -0.23320 Ha. The charge is +1. The calculation puts the energy at -2818.73762 Eh.

This record from the OMol25 dataset describes an isolated molecule of C4H3Cl2N3O2 at a distorted geometry. The level of theory is the ωB97M-V functional and the def2-TZVPD basis.

CARTESIAN COORDINATES (ANGSTROEM)
Cl -2.33 0.92 2.56
H 0.23 2.26 -1.35
N 0.29 0.42 -1.17
C 0.00 -0.82 -0.42
C -1.44 1.04 1.24
C -0.13 1.50 -0.72
N -1.28 3.43 0.67
Cl -1.25 -1.89 -1.38
O -0.55 4.24 0.17
O -2.29 3.64 1.24
C -0.88 1.95 0.40
H 1.03 -1.42 -0.59
H -0.89 -1.32 1.28
N -0.32 -0.64 0.87

The calculation puts the gap between HOMO and LUMO (alpha / beta) at 8.667 / 8.668 eV. As for the LUMO energy (alpha / beta): -0.04853 / -0.04851 Ha. The energy relative to the best compared isomer or geometry (same formula, charge and spin) is 391.6 kJ/mol. The charge is 0. The calculation puts the energy at -1389.10483 Eh.

This record from the OMol25 dataset describes a cluster of 2 separate species, C4H7NO in total. The level of theory is the ωB97M-V functional and the def2-TZVPD basis.

CARTESIAN COORDINATES (ANGSTROEM)
H -1.14 -0.69 -1.68
H 3.24 0.43 0.30
O 0.23 0.31 -0.53
H 1.65 -1.12 -0.21
H -0.60 -1.44 1.29
H -1.87 1.67 -0.24
H -1.80 -2.28 0.13
C 1.50 -0.03 -0.18
C -0.70 -0.71 -0.69
H -0.56 2.68 -0.72
C -1.26 1.92 -1.14
C -1.04 -1.52 0.29
N 2.34 0.86 0.10

The calculation puts the gap between HOMO and LUMO at 9.054 eV. As for the LUMO energy: 0.00153 Ha. The energy relative to the best compared isomer or geometry (same formula, charge and spin) is 634.4 kJ/mol. The charge is 0. The calculation puts the energy at -286.39002 Eh.

This record from the OMol25 dataset describes a structure of composition C60H59BaN7O4S2 at a distorted geometry. The level of theory is the ωB97M-V functional and the def2-TZVPD basis.

CARTESIAN COORDINATES (ANGSTROEM)
H 1.88 -1.92 3.56
H -5.29 2.36 -2.10
C 5.37 5.25 0.86
H -3.77 1.49 -5.38
C 3.18 3.39 -1.27
C 2.43 -2.27 -2.66
H 9.27 -2.51 -0.84
C 0.78 5.89 -1.16
O -1.83 1.09 -1.96
H 8.56 2.51 -3.96
H -2.86 -0.86 -1.07
O 1.51 -1.84 -3.58
C -4.24 1.78 -4.44
C 4.58 2.89 0.75
H 0.33 5.33 -1.96
C 5.36 3.10 -2.96
H 7.36 -2.80 1.21
C 5.10 4.01 1.49
H -4.84 0.95 -4.09
H 1.54 2.55 6.70
O 2.80 0.64 -0.46
H -4.88 2.64 -4.62
N 0.23 -0.87 1.67
H 2.71 -0.75 5.52
C -0.30 -3.03 2.63
C 5.80 5.01 3.60
O 0.61 2.95 -1.15
C 1.56 -0.91 3.74
C 7.71 2.63 -3.31
C 5.32 3.89 2.87
N -0.13 -1.80 -1.80
H -5.58 1.49 -0.59
C 6.41 -1.28 -1.65
H 6.03 7.25 1.09
C 7.88 2.48 -1.92
H 6.67 -1.23 -2.70
C -5.33 1.37 -1.65
H 2.29 7.82 1.82
H 2.85 -3.00 -0.72
H 6.33 3.05 -4.88
C 8.35 -2.85 -1.31
H 1.83 9.97 -0.51
N -3.21 2.08 -3.46
C 4.32 1.72 1.43
C -2.98 1.29 -2.37
H 0.08 9.80 -0.35
C 4.54 1.61 2.83
C 4.39 3.07 -0.71
H -3.65 2.26 1.15
C 6.05 6.19 2.97
C 6.82 2.63 -1.07
C 0.42 -2.96 0.33
C 0.12 -2.24 -3.09
C -1.66 3.25 1.28
H -1.40 3.07 -3.15
C -0.02 -3.73 -3.43
C -0.43 -4.40 2.55
H -0.55 -1.67 -3.73
H 0.29 -6.98 0.46
H 6.42 7.05 3.53
C 0.12 -2.26 1.54
H -0.97 -4.10 -3.04
C 2.03 5.91 0.91
H 1.11 9.83 1.09
C 1.19 7.98 -0.01
Ba 0.30 0.46 -0.72
H 3.97 3.50 -4.56
H 5.41 -1.55 2.06
H 3.16 2.36 6.07
H -1.74 4.18 0.75
C 0.30 1.03 3.14
C 0.68 -0.30 2.81
H 0.01 -3.88 -4.51
S 1.72 3.47 -0.23
C 2.03 -0.23 4.84
C 1.50 5.23 -0.18
H -2.27 0.32 2.57
H 4.70 0.01 -1.86
C 0.27 -4.34 0.29
H -6.14 0.80 -2.12
H -2.45 3.77 -4.41
H 3.42 -2.46 -3.04
C -0.31 -6.58 1.28
H 8.85 2.23 -1.52
C 4.08 3.40 -3.49
C -3.82 -0.40 -0.85
H 0.79 -4.32 -2.99
C 4.99 -0.66 0.15
H 8.46 -2.73 -2.39
N -0.50 2.92 1.82
H 0.00 -7.09 2.19
H 5.19 5.35 -0.21
H 2.01 3.73 -3.04
N -0.70 1.70 2.37
C 1.68 1.09 5.13
H -3.82 -0.06 0.19
H 0.44 2.71 4.42
H -4.60 -1.14 -0.98
C 5.71 -1.46 1.02
C -1.96 1.28 2.18
C 6.48 2.93 -3.82
C 7.17 -2.08 -0.80
C -2.63 2.25 1.47
H 2.48 1.13 7.12
C 5.83 6.31 1.58
C 0.79 1.70 4.25
C 2.24 1.82 6.31
H 8.25 -3.91 -1.10
C 6.80 -2.16 0.54
C 3.01 3.54 -2.66
H -0.77 -4.95 3.43
S 3.57 0.23 0.77
H -1.35 -6.87 1.09
H 0.07 7.80 -1.82
C 5.53 2.94 -1.57
H 4.26 0.69 3.33
H 5.21 2.59 4.59
H 5.96 4.90 4.66
C -2.08 2.84 -3.97
H 6.95 2.49 0.00
C -0.15 -5.09 1.38
H 0.50 -4.83 -0.65
C 1.04 9.47 0.06
C 0.63 7.26 -1.07
N 0.87 -2.30 -0.85
C 1.88 7.28 0.98
C 2.12 -2.55 -1.39
C 5.04 2.66 3.53
H -1.53 2.28 -4.73
N -4.06 0.70 -1.77
H 2.54 5.37 1.70
H -0.54 -2.53 3.55
C 5.32 -0.57 -1.19

The calculation puts the gap between HOMO and LUMO at 5.282 eV. As for the LUMO energy: -0.00516 Ha. The energy relative to the best compared isomer or geometry (same formula, charge and spin) is 0.0 kJ/mol. The charge is 0. The calculation puts the energy at -3827.92410 Eh.

This record from the OMol25 dataset describes a cluster of 2 separate species, CH4O3S in total at a distorted geometry. The level of theory is the ωB97M-V functional and the def2-TZVPD basis.

CARTESIAN COORDINATES (ANGSTROEM)
H 2.29 0.86 -0.72
O 0.46 -1.14 0.19
S -2.21 0.00 -0.10
H -1.49 -1.15 -0.52
H -0.50 1.23 0.43
O 0.52 1.09 0.26
H -2.32 -0.67 1.07
C 1.01 -0.13 -0.03
O 2.24 -0.08 -0.59

As for the SMILES: O=C(O)O.S. The calculation puts the gap between HOMO and LUMO at 10.441 eV. As for the LUMO energy: 0.01694 Ha. The energy relative to the best compared isomer or geometry (same formula, charge and spin) is 37.1 kJ/mol. The charge is 0. The calculation puts the energy at -664.40800 Eh.

This record from the OMol25 dataset describes a cluster of 2 separate species, C4H13NO3 in total at a distorted geometry. The level of theory is the ωB97M-V functional and the def2-TZVPD basis.

CARTESIAN COORDINATES (ANGSTROEM)
H 1.58 -0.64 0.82
H -2.11 -1.81 -1.45
O 0.72 1.41 2.62
C -1.72 -0.61 0.92
C -2.05 -0.72 -1.46
O 1.67 1.88 1.71
C 2.08 0.14 0.22
C 1.96 -0.17 -1.27
H 0.91 -0.30 -1.53
O 1.43 1.39 0.43
H -2.70 -0.16 1.13
H 0.01 2.08 2.61
H 3.13 0.22 0.53
H 2.38 0.65 -1.85
H -3.08 -0.33 -1.39
H -1.02 -0.28 1.69
H -1.63 -0.41 -2.42
N -1.19 -0.29 -0.38
H 2.50 -1.08 -1.49
H -1.82 -1.70 1.00
H -1.03 0.71 -0.45

As for the SMILES: CCOOO.CNC. The calculation puts the gap between HOMO and LUMO at 9.634 eV. As for the LUMO energy: 0.03104 Ha. The energy relative to the best compared isomer or geometry (same formula, charge and spin) is 644.3 kJ/mol. The charge is 0. The calculation puts the energy at -440.46979 Eh.

This record from the OMol25 dataset describes a structure of composition C8H13ClNO4S at a distorted geometry. The level of theory is the ωB97M-V functional and the def2-TZVPD basis.

CARTESIAN COORDINATES (ANGSTROEM)
N 1.09 0.68 -0.67
H -1.28 -0.47 -1.60
C -3.10 0.89 -1.06
O -1.19 0.24 2.69
C 1.24 -1.65 0.25
H -3.94 1.03 -1.66
C 2.05 0.33 1.51
H 1.11 0.06 1.87
C 3.20 -0.40 -0.68
H 3.99 0.34 -0.50
H 2.93 -0.29 -1.67
H 2.97 -0.09 2.06
C -3.06 -0.39 -0.17
H 0.29 -1.65 0.88
H 3.76 -1.35 -0.52
C 1.89 -0.24 0.16
H -2.69 1.80 -0.54
C -2.36 -0.34 -1.60
O -1.26 1.41 0.83
H -3.02 -0.80 -2.35
H 1.98 -2.23 0.63
O 0.14 2.90 -0.94
O -2.38 -0.52 1.00
H 0.83 -1.81 -0.74
C -1.55 0.48 1.59
Cl -4.58 -1.32 -0.35
H 2.18 1.38 1.57
S 0.74 1.99 0.01

The calculation puts the gap between HOMO and LUMO at 8.675 eV. As for the LUMO energy: 0.11608 Ha. The energy relative to the best compared isomer or geometry (same formula, charge and spin) is 161.3 kJ/mol. The charge is -1. The calculation puts the energy at -1526.69484 Eh.

This record from the OMol25 dataset describes an isolated molecule of C5H10O2. The level of theory is the ωB97M-V functional and the def2-TZVPD basis.

CARTESIAN COORDINATES (ANGSTROEM)
H -2.50 0.61 -0.59
H -2.95 -0.34 0.84
C -2.28 -0.30 -0.02
H -0.18 -1.08 -1.27
H 2.63 -0.18 1.80
C 0.17 1.15 -1.11
H 2.14 -0.66 -0.61
H 0.90 0.14 2.06
H 1.44 -1.47 1.58
H -2.47 -1.17 -0.67
H -0.61 1.88 -0.84
O -0.97 -0.32 0.48
C -0.02 -0.26 -0.55
O 1.38 1.31 -0.36
C 1.39 -0.10 0.00
C 1.62 -0.40 1.45
H 0.33 1.19 -2.20

As for the SMILES: CO[C@H]1CO[C@H]1C. The calculation puts the gap between HOMO and LUMO at 10.777 eV. As for the LUMO energy: 0.03773 Ha. The energy relative to the best compared isomer or geometry (same formula, charge and spin) is 244.0 kJ/mol. The charge is 0. The calculation puts the energy at -346.93251 Eh.

This record from the OMol25 dataset describes a cluster of 3 separate species, C3H11NO3 in total at a distorted geometry. The level of theory is the ωB97M-V functional and the def2-TZVPD basis.

CARTESIAN COORDINATES (ANGSTROEM)
H -0.59 0.13 -0.30
H 0.11 3.97 -0.28
H -0.48 -3.59 -0.53
O 0.41 2.96 -0.25
H -0.10 -0.40 2.66
H 0.10 2.67 0.62
H 0.50 -2.19 1.40
H -1.11 -1.95 0.82
H 0.59 1.10 -2.71
C 0.12 -0.35 0.36
O -0.24 1.22 -2.32
C -0.13 0.24 1.76
H 0.06 -2.35 -1.44
H -0.07 1.86 -1.56
O -0.45 1.47 1.77
N 0.16 -2.85 -0.55
H 1.18 -0.10 0.04
C -0.07 -1.85 0.52

As for the SMILES: NCCC=O.O.O. The calculation puts the gap between HOMO and LUMO at 9.798 eV. As for the LUMO energy: 0.01205 Ha. The energy relative to the best compared isomer or geometry (same formula, charge and spin) is 201.7 kJ/mol. The charge is 0. The calculation puts the energy at -401.33624 Eh.

This record from the OMol25 dataset describes a cluster of 2 separate species, C4H9N2O2 in total at a distorted geometry. The level of theory is the ωB97M-V functional and the def2-TZVPD basis.

CARTESIAN COORDINATES (ANGSTROEM)
O 0.30 -1.85 0.23
H 0.23 2.19 -0.73
O -2.98 0.86 -0.41
H 0.73 -2.42 -0.58
C -0.33 0.43 0.16
C 1.92 -0.10 -0.10
H -3.99 -1.28 0.31
H -2.16 -2.07 0.58
H 2.13 0.87 0.34
C -0.53 1.81 -0.07
N -2.56 -0.22 -0.07
H 2.19 -0.23 -1.16
N 0.58 -0.45 0.07
H -1.56 1.96 -0.54
H 2.61 -0.75 0.52
H -0.92 2.41 0.79
C -2.90 -1.38 0.26

The calculation puts the gap between HOMO and LUMO (alpha / beta) at 8.283 / 8.828 eV. As for the LUMO energy (alpha / beta): -0.19924 / -0.18718 Ha. The energy relative to the best compared isomer or geometry (same formula, charge and spin) is 840.6 kJ/mol. The charge is +1. The calculation puts the energy at -417.26118 Eh.